[1]
Below is C16H22F6N2O3PSTe4Ti as an isolated structure, with properties calculated with ωB97M-V/def2-TZVPD.

Results
- electronic energy (Ha) = -4218.68406
- expectation value of S² = 0.769
- Kohn-Sham gap (alpha / beta) (eV) = 5.77 / 6.12
- molar mass (g mol⁻¹) = 1025.66
- multiplicity = 2
- ΔE to the lowest compared entry with this formula, charge and spin (kcal per mole) = 0.0

Geometry (Å):
C -3.891 0.552 0.779
F -0.658 2.675 1.845
O -2.900 0.365 1.793
Te -1.890 -2.576 2.092
F -1.160 3.907 -0.022
C 1.170 -1.833 -5.611
H -2.437 -1.866 -0.686
Te 0.260 -3.895 1.079
C 1.141 1.075 4.515
C -1.612 -1.586 -1.328
Ti -0.763 -0.172 1.426
C -1.576 -2.004 -2.636
C -0.464 -1.693 -3.420
C 2.788 2.006 3.126
H 2.155 -3.476 -4.629
H 0.759 2.042 4.876
H -3.622 -0.080 -0.061
H 3.052 2.085 2.074
C -3.102 1.208 2.930
Te 1.799 -1.681 1.545
Te 2.993 -2.191 3.864
F 1.056 3.606 0.651
C 2.268 -2.601 -5.254
C 1.365 -0.723 -6.419
H 1.449 -0.686 -3.375
H -2.395 -2.588 -3.034
C 0.557 -0.962 -2.832
H 1.922 0.722 5.200
F 0.712 1.300 0.667
N 3.720 -1.154 -6.493
H -4.152 1.173 3.230
H 0.449 -0.936 4.199
O -0.937 0.427 3.481
H 2.595 3.011 3.519
F -1.419 1.600 0.027
H 3.613 1.547 3.679
C 0.051 0.038 4.479
O 1.629 1.203 3.207
H 4.396 -2.791 -5.451
H -2.823 2.232 2.674
H 2.844 0.430 -7.466
H -2.175 1.353 4.853
F 0.259 2.546 -1.214
C 3.518 -2.215 -5.716
H -4.864 0.252 1.171
H 0.535 -0.097 -6.716
H 1.212 0.006 -1.051
P -0.187 2.710 0.298
H -0.447 -0.050 5.445
C -2.238 0.645 4.024
C 2.659 -0.430 -6.833
H -3.909 1.594 0.460
N -0.633 -0.869 -0.752
H -2.631 -0.311 4.383
C 0.426 -0.572 -1.514
S -0.468 -2.269 -5.078



[2]
Below is C13H47AsF6N19O10 as an isolated structure in a non-equilibrium geometry, with properties calculated with ωB97M-V/def2-TZVPD.

Results
- electronic energy (Ha) = -5151.86543
- Kohn-Sham gap (eV) = 8.73
- molar mass (g mol⁻¹) = 818.55
- total charge = -1

Geometry (Å):
C -0.959 -1.638 4.074
H -3.663 -0.997 -3.861
H 5.290 0.924 -0.119
H 3.287 0.627 2.804
H 1.571 1.976 -3.931
H 0.630 -2.918 -5.850
N -0.089 -2.144 3.014
N 0.682 -2.344 -5.049
N 3.911 0.386 2.073
C -1.487 -4.468 5.109
N 2.611 -2.899 1.803
F -1.961 0.350 -1.043
H -1.959 -4.129 6.053
H 1.982 -1.766 -0.358
H 0.766 4.950 2.403
H -3.041 2.045 0.873
N -2.676 -3.277 0.826
F -0.107 -0.599 -2.445
H -1.792 0.266 4.685
N 1.255 4.343 1.745
H 3.446 0.189 1.182
O 3.927 -4.002 0.211
C 4.935 1.208 1.953
N -1.616 1.366 -4.875
H 1.953 0.374 -3.499
C 1.288 -2.810 -3.900
C -1.151 -0.156 3.904
O -1.022 -4.574 -0.096
H -0.154 0.224 4.043
O 3.970 2.321 -4.696
H -1.272 5.028 -1.217
N 5.539 1.459 0.688
H 5.022 0.013 -4.467
H -0.321 -3.135 2.967
H 0.799 -1.391 -5.266
C 3.173 -3.084 0.553
O -3.719 0.858 -5.795
H -2.956 0.412 0.446
N -3.516 1.118 0.951
H -2.855 -2.316 1.087
N 2.070 1.120 -4.150
F 0.012 -0.874 0.196
H 1.158 3.358 1.994
O 2.132 -2.148 -3.276
H -4.343 2.651 2.834
As -0.195 0.513 -0.958
H -0.985 1.115 -4.178
C -2.206 -2.444 4.223
N -1.709 6.375 0.842
H 2.442 -3.787 2.259
C 1.171 4.869 0.458
F 1.586 0.654 -1.053
H -0.759 -2.589 -1.576
N -4.463 1.687 3.071
F -0.230 1.924 -2.101
N -1.710 -2.713 -1.312
H 1.223 -4.458 -2.647
H -2.644 -3.891 1.600
H -2.011 7.098 1.510
C 3.384 1.245 -4.466
N -2.884 -0.389 -4.000
H -0.102 -4.331 -3.865
H 3.598 -0.788 -4.034
N 2.958 -2.024 -0.356
H -0.861 6.459 0.345
H -0.404 -4.317 5.247
H -2.681 -2.304 5.163
H 1.841 -2.321 1.787
N -1.588 4.497 -0.435
N 0.727 -4.033 -3.409
C -2.285 5.119 0.559
C -1.669 -3.548 -0.107
C -2.818 0.617 -4.983
H -1.802 3.525 -0.613
H -1.574 0.086 2.917
H -3.006 -2.235 3.502
H 2.009 3.197 -0.442
H -1.724 -5.538 4.995
N 4.025 -0.012 -4.517
C -4.069 0.714 2.186
O -4.338 -0.490 2.408
H 3.367 -2.156 -1.251
H 6.365 1.998 0.668
H -1.422 2.221 -5.394
H -4.670 1.472 4.022
H -0.429 -1.800 5.024
F -0.245 1.648 0.428
O 5.413 1.790 2.943
O -1.999 -3.818 3.977
N 1.754 4.160 -0.554
O 0.833 6.022 0.238
H -2.125 -0.514 -3.380
H -2.069 -1.787 -1.137
H 1.753 4.483 -1.528
O -3.217 4.571 1.192
H -0.308 -1.669 2.159



[3]
Below is C30H68Cd2N2O14 as an isolated structure in a non-equilibrium geometry, with properties calculated with ωB97M-V/def2-TZVPD.

Results
- electronic energy (Ha) = -2681.45267
- Kohn-Sham gap (eV) = 3.16
- molar mass (g mol⁻¹) = 905.70
- total charge = +2

Geometry (Å):
C -4.475 3.738 2.754
O -0.834 1.580 -2.635
H 2.280 -4.072 1.727
H 1.450 0.502 1.699
H 3.219 -2.836 0.970
H -0.467 6.482 -3.985
H 1.535 -3.932 3.975
N -2.108 4.221 1.912
H -0.274 1.783 3.415
H -1.508 0.836 1.440
H -3.476 6.294 1.753
H 2.666 -3.311 5.227
C -3.153 4.495 2.904
H 3.111 0.717 5.077
H -1.179 -1.921 -4.506
H 5.024 -0.205 3.936
H -3.490 -1.013 -5.115
O 0.747 0.393 -3.721
H -2.083 -6.230 -1.744
O 3.358 -1.031 -4.392
O -4.199 -1.217 -3.185
C -3.096 -1.039 -4.088
C -0.013 3.362 1.076
H -3.304 3.919 0.373
H -3.291 4.353 5.063
O 0.959 -5.141 -1.800
H 6.262 -1.447 2.346
C 3.921 -1.240 -5.515
H 0.187 -0.965 -1.271
H -1.564 -6.521 1.306
C 0.478 0.076 -1.397
H -0.023 0.672 -0.639
H -2.935 1.745 1.817
C -2.564 4.192 4.264
C 2.521 0.284 1.713
H -1.122 -4.301 -3.871
H 0.821 -5.206 -5.534
H -1.814 -2.220 -2.833
H 0.913 3.105 1.593
H 4.354 -2.913 -6.688
O -0.745 4.359 -1.884
H -1.779 7.256 -3.050
C -2.713 -5.233 0.303
C -2.468 -4.469 -0.974
C 4.589 -2.642 3.135
H -1.757 4.890 4.508
C -1.245 6.327 -3.241
O 0.409 -4.378 -5.274
H -3.272 -3.738 -1.098
O -1.583 -6.057 0.465
O -2.407 -5.373 -2.050
H -2.203 1.936 0.266
C 0.727 -4.193 -2.810
H -4.978 3.913 1.794
H 1.988 1.571 3.881
Cd -1.497 3.281 -3.640
C 2.927 1.042 4.060
Cd 1.884 0.283 -5.401
H -0.885 4.033 -0.973
H 0.175 -5.368 -1.287
H -2.718 1.991 4.196
O 3.538 -0.506 -6.516
H 5.026 0.628 2.339
C -3.506 5.979 2.795
O -2.533 4.484 0.573
C -0.828 2.728 3.362
H -0.030 4.437 0.876
H 0.856 -1.571 2.985
C -1.967 2.770 4.341
H -4.326 2.666 2.864
N 2.605 -1.310 3.616
C -2.061 -2.135 -3.896
H -4.455 6.186 3.282
C 4.669 -0.231 2.905
H -3.607 -5.844 0.167
H 3.057 1.117 1.244
O -2.134 5.354 -3.926
H 3.026 -4.627 4.064
H 0.031 2.774 0.152
H 4.817 -1.671 1.281
H -1.704 2.705 5.400
H -3.141 -3.736 -3.700
C 5.180 -1.536 2.300
H 0.309 6.142 -1.875
C -0.124 -4.706 -3.975
H -0.042 3.426 3.677
H -2.660 -0.043 -3.945
H 1.557 0.203 -1.340
C 2.569 -3.636 4.197
O -2.528 -3.389 -4.361
H 0.144 -3.356 -2.387
C 3.149 -0.086 3.059
C 3.066 -2.613 3.179
C 2.523 -3.014 1.790
H -4.536 -2.104 -3.359
H 3.652 1.835 3.820
H -1.364 6.077 -1.039
C -1.246 3.050 1.935
H 4.864 -3.676 2.896
H -3.005 5.748 -4.080
H -1.544 -3.874 -0.870
H 4.905 -2.638 4.191
H 5.727 -2.295 -5.649
O 1.237 -1.252 3.825
C -1.958 1.824 1.330
H 1.711 -3.831 -3.098
C 0.064 0.669 -2.706
H -5.194 4.107 3.481
H -2.778 6.671 3.235
H 1.590 -2.505 1.502
C 4.661 -2.530 -5.723
H -0.178 -5.794 -3.900
H -2.813 -4.517 1.126
H 4.489 -3.240 -4.922
H 2.684 -0.545 1.015
C -0.729 5.817 -1.881



[4]
Below is a 2-piece molecular cluster, C3H7IN overall in a non-equilibrium geometry, with properties calculated with ωB97M-V/def2-TZVPD.

Results
- electronic energy (Ha) = -470.55085
- Kohn-Sham gap (eV) = 9.20
- molar mass (g mol⁻¹) = 184.00
- ΔE to the lowest compared entry with this formula, charge and spin (kcal per mole) = 95.7
- total charge = +1

Geometry (Å):
H 2.113 0.149 -2.079
H 2.328 -0.130 -0.172
N -1.004 0.142 1.623
C 1.943 -0.439 -1.116
C -0.040 0.071 -0.717
H -0.143 0.411 -1.791
C -1.106 0.302 0.064
H 0.034 0.247 1.936
H -1.416 0.871 2.202
H 1.765 -1.429 -1.277
H -1.311 -0.868 1.782
I -3.164 0.673 -0.455



[5]
Below is one molecule with the formula C5H5NO in a non-equilibrium geometry, with properties calculated with ωB97M-V/def2-TZVPD.

Results
- electronic energy (Ha) = -323.45623
- Kohn-Sham gap (eV) = 11.00
- molar mass (g mol⁻¹) = 95.10
- ΔE to the lowest compared entry with this formula, charge and spin (kcal per mole) = 39.8

Geometry (Å):
H 0.012 -1.864 1.394
O -0.278 2.504 0.279
N 0.605 -0.243 -2.669
C 0.854 -0.419 -0.081
C 0.737 -0.285 -1.520
H 0.181 0.520 1.775
H -0.962 -1.675 -0.139
C -0.781 1.424 0.084
C -0.197 0.245 0.795
H 1.862 -0.334 0.300
H -1.561 1.280 -0.685
C -0.249 -1.231 0.549



[6]
Below is a 11-piece molecular cluster, H23O11 overall in a non-equilibrium geometry, with properties calculated with ωB97M-V/def2-TZVPD.

Results
- electronic energy (Ha) = -841.08300
- Kohn-Sham gap (eV) = 11.18
- molar mass (g mol⁻¹) = 199.17
- ΔE to the lowest compared entry with this formula, charge and spin (kcal per mole) = 125.0
- total charge = +1

Geometry (Å):
H -2.191 -0.541 2.592
H 2.128 1.704 2.505
O 1.168 -2.325 0.245
H -2.294 -0.252 -0.806
H 3.195 0.398 0.564
O 0.593 0.681 -0.867
O -2.234 -2.011 -1.829
H 2.014 -2.783 0.389
O -1.719 -0.243 -0.187
H -0.985 3.905 -2.028
H -0.518 3.179 -3.341
O 2.542 2.134 -2.393
H -1.164 -2.708 0.402
H -2.364 -2.079 1.420
H -0.820 0.188 -0.192
H 1.658 1.845 -2.508
H -2.354 -2.808 -1.988
O -2.919 -1.054 2.140
H 2.829 2.448 -3.252
H -1.114 0.428 4.168
O 2.908 1.189 2.103
O 3.159 0.128 -0.320
O -0.954 0.102 3.329
H -2.242 -2.098 -0.255
H -0.024 0.247 3.146
H 3.219 0.839 -0.991
O -2.108 -2.758 0.617
H 1.298 -1.437 -0.128
O -0.876 3.036 -2.404
H -1.540 -1.772 -2.545
H 1.542 0.727 -0.441
H 0.285 1.105 -1.648
H -3.575 -1.231 2.666
H 3.457 1.820 1.839